No. 1
Density functional theory data (ωB97M-V/def2-TZVPD) for a structure of composition C4H6O2Sm at a distorted geometry.

Properties
Electronic energy   -26235.814 eV
Expectation value of S²   12.42
Energy above the lowest of the compared OMol25 structures with the same formula, charge and spin   456.9 kJ/mol
Spin multiplicity   7
HOMO energy (spin up / spin down)   -5.36 / -6.06 eV

Structure (XYZ):
```
13
C4H6O2Sm (ωB97M-V/def2-TZVPD)
O 1.4494 -1.2058 0.3393
C -1.3698 0.4085 -0.2022
Sm 0.8237 0.8768 1.3483
O -1.1511 1.0316 -1.3422
C -2.2458 1.3320 -2.2258
H -2.6410 0.3961 -2.6372
H -3.0267 1.8390 -1.6440
H -1.8578 1.9351 -3.0561
C 2.4564 -1.8539 -0.0979
C 3.5174 -0.9527 -0.6839
H 3.5717 0.0620 -0.2336
H 4.4970 -1.4436 -0.5604
H 3.3484 -0.8502 -1.7679
```



No. 2
Density functional theory data (ωB97M-V/def2-TZVPD) for a structure of composition C4H6O3Tm at a distorted geometry.

Properties
Electronic energy   -39879.738 eV
Expectation value of S²   2.01
Energy above the lowest of the compared OMol25 structures with the same formula, charge and spin   160.0 kJ/mol
Spin multiplicity   3
HOMO energy (spin up / spin down)   -20.79 / -20.79 eV
Net charge   +3

Structure (XYZ):
```
14
C4H6O3Tm (ωB97M-V/def2-TZVPD)
H 3.0795 2.9417 -0.1437
O -1.0839 0.3603 -0.6379
Tm 2.7468 1.1027 0.0460
O 0.8735 -0.4866 -0.0469
C -0.3031 -0.5600 -0.2824
O -0.9701 -1.8194 -0.1156
C -0.3228 -2.8526 0.1670
C -2.4935 0.3138 -0.7874
C -3.0890 1.4493 -1.0992
H -0.9078 -3.7774 0.2217
H 0.7647 -2.8038 0.3159
H -4.1746 1.4604 -1.1810
H -2.9495 -0.6495 -0.5766
H -2.5182 2.3407 -1.3578
```



No. 3
Density functional theory data (ωB97M-V/def2-TZVPD) for a structure of composition C4H6O3Y at a distorted geometry.

Properties
Electronic energy   -11419.842 eV
Expectation value of S²   0.76
Energy above the lowest of the compared OMol25 structures with the same formula, charge and spin   719.1 kJ/mol
Spin multiplicity   2
HOMO energy (spin up / spin down)   -6.16 / -6.16 eV

Structure (XYZ):
```
14
C4H6O3Y (ωB97M-V/def2-TZVPD)
H 0.0566 2.2324 -2.4472
C -0.3527 1.4456 -1.7956
C 0.5955 0.6826 -1.0795
H 1.0741 1.1678 -0.2203
H -0.7629 1.3187 -0.5637
O -1.4602 0.8792 -2.5456
O -2.6896 1.0324 -1.7888
Y -2.9964 -1.0811 -1.9375
C 3.2192 -0.3219 -1.6975
C 1.9401 -0.0640 -2.0153
O 4.1567 -0.9114 -2.5367
H 3.6730 -0.0166 -0.7505
H 1.5603 -0.2844 -3.0232
H 3.7554 -1.0992 -3.3912
```



No. 4
Density functional theory data (ωB97M-V/def2-TZVPD) for the molecule C4H6O4S at a distorted geometry.

Properties
Electronic energy   -23267.096 eV
Energy above the lowest of the compared OMol25 structures with the same formula, charge and spin   113.3 kJ/mol
HOMO energy   -9.79 eV
Structure (SMILES)   C=[S@@]1(=O)OC(=O)[C@@H](C)O1

Structure (XYZ):
```
15
C4H6O4S (ωB97M-V/def2-TZVPD)
C 0.4431 -1.3903 -0.1549
C -2.7291 1.2213 -0.8751
C 0.9121 -0.2087 0.7251
C 2.2489 0.3344 0.2676
O 1.0865 -2.3767 -0.3487
O -0.1393 0.7886 0.5102
O -2.2772 -0.3504 1.1222
O -0.7420 -1.1497 -0.7003
S -1.5963 0.2087 0.0070
H -2.2671 1.4948 -1.8144
H -3.5661 0.5499 -0.9801
H 0.9112 -0.5028 1.7785
H 2.1733 0.7009 -0.7533
H 2.9800 -0.4700 0.3008
H 2.5618 1.1499 0.9154
```



No. 5
Density functional theory data (ωB97M-V/def2-TZVPD) for a cluster of 3 separate species, C4H6O5 in total at a distorted geometry.

Properties
Electronic energy   -14475.511 eV
Energy above the lowest of the compared OMol25 structures with the same formula, charge and spin   0.0 kJ/mol
HOMO energy (spin up / spin down)   0.12 / 0.17 eV
Net charge   -2

Structure (XYZ):
```
15
C4H6O5 (ωB97M-V/def2-TZVPD)
C -1.1345 -0.2502 -0.3338
C -0.0553 -0.7363 -1.2319
C 1.0910 -0.9156 -0.5262
C -0.2718 -0.9800 -2.7236
O -1.4295 -0.6940 -3.0767
O 0.7640 -1.4136 -3.2634
H -0.3758 -0.3070 0.6178
H -1.4599 0.7809 -0.5132
H -1.9840 -0.9299 -0.2072
H 1.9835 -1.2834 -1.0257
H 1.2107 -0.6784 0.5363
H -0.5806 0.7659 3.8532
O -1.3425 0.1557 3.7309
O 1.6249 3.5522 1.5725
O 1.9598 2.9336 2.5910
```



No. 6
Density functional theory data (ωB97M-V/def2-TZVPD) for a structure of composition C4H6O5Sm at a distorted geometry.

Properties
Electronic energy   -32351.702 eV
Expectation value of S²   8.76
Spin multiplicity   6
HOMO energy (spin up / spin down)   -23.07 / -23.08 eV
Net charge   +3

Structure (XYZ):
```
16
C4H6O5Sm (ωB97M-V/def2-TZVPD)
O -3.7070 0.4630 -0.5525
C -3.0123 -0.6329 -0.5724
O -1.7860 -0.6155 -0.3679
O -3.7493 -1.6875 -0.5351
H -3.1611 1.2271 -0.3143
C -3.2053 -3.1049 -0.5003
C -2.5023 -3.4596 0.7732
O -1.0963 -3.1507 0.6147
C -0.1252 -3.8539 1.1560
O 0.9233 -3.0881 0.8519
Sm 0.2783 -1.2829 -0.1492
H -4.1081 -3.7162 -0.5814
H -2.5739 -3.2110 -1.3905
H -2.5623 -4.5332 0.9747
H -2.8613 -2.6996 1.5819
H 1.7810 -3.4796 1.0724
```



No. 7
Density functional theory data (ωB97M-V/def2-TZVPD) for a structure of composition C4H6O7Rb at a distorted geometry.

Properties
Electronic energy   -19232.224 eV
Energy above the lowest of the compared OMol25 structures with the same formula, charge and spin   234.0 kJ/mol
HOMO energy   -3.94 eV
Net charge   -1

Structure (XYZ):
```
18
C4H6O7Rb (ωB97M-V/def2-TZVPD)
O -1.2802 -3.8672 0.3594
C -1.2509 -2.6558 0.6890
O -2.1465 -2.0562 1.3301
O -0.1185 -1.9952 0.3498
O 1.3623 1.2925 0.0815
C 1.2001 -0.0890 -0.1141
C -0.0526 -0.5907 0.5802
Rb -4.2791 -5.1309 1.8645
H 2.0804 -0.6150 0.2926
H 1.1433 -0.3138 -1.1932
H -0.9371 -0.0935 0.1628
H 0.0010 -0.3858 1.6598
C 0.5766 2.5545 -1.1599
O -0.4367 2.1475 -1.7868
O 0.4384 3.7347 -0.3994
H -0.4495 3.7119 -0.0291
O 1.7998 2.5891 -1.7635
H 2.3492 1.7630 -0.9237
```



No. 8
Density functional theory data (ωB97M-V/def2-TZVPD) for the molecule C4H6OS at a distorted geometry.

Properties
Electronic energy   -17124.830 eV
Energy above the lowest of the compared OMol25 structures with the same formula, charge and spin   318.4 kJ/mol
HOMO energy (spin up / spin down)   -8.78 / -8.78 eV

Structure (XYZ):
```
12
C4H6OS (ωB97M-V/def2-TZVPD)
C -1.1631 -0.2710 -0.1380
C 1.2805 -0.4483 0.5946
C 1.2990 0.4565 -0.6030
C 0.0909 0.4814 0.2531
O -3.7020 -0.6668 -0.0711
S -2.6629 0.2411 0.4107
H -1.0471 -0.8582 -1.0769
H 0.9290 -1.4851 0.3595
H 1.9812 -0.0313 1.4375
H 1.9557 1.2732 -0.4669
H 1.3200 0.1426 -1.7018
H -0.2813 1.1660 1.0022
```



No. 9
Density functional theory data (ωB97M-V/def2-TZVPD) for the molecule C4H6OS at a distorted geometry.

Properties
Electronic energy   -17126.103 eV
Energy above the lowest of the compared OMol25 structures with the same formula, charge and spin   195.5 kJ/mol
HOMO energy   -8.94 eV
Structure (SMILES)   C/C=C/SC=O

Structure (XYZ):
```
12
C4H6OS (ωB97M-V/def2-TZVPD)
C -2.1468 -0.9567 -0.0354
C -0.4145 0.9782 -0.2491
C 1.9072 0.1250 -0.0020
C 0.4265 0.1454 0.3518
O -1.2244 -1.6986 -0.0634
S -2.1029 0.8141 0.1403
H -3.1842 -1.4672 -0.0960
H -0.2484 1.7605 -1.0682
H 2.5354 0.9429 0.6341
H 1.9540 0.4309 -1.0282
H 2.3762 -0.9358 0.0828
H 0.1219 -0.1387 1.3333
```



No. 10
Density functional theory data (ωB97M-V/def2-TZVPD) for the molecule C4H6OS at a distorted geometry.

Properties
Electronic energy   -17122.523 eV
Energy above the lowest of the compared OMol25 structures with the same formula, charge and spin   541.0 kJ/mol
HOMO energy   -8.75 eV
Structure (SMILES)   C1O[C@H]2C[C@@H]2S1

Structure (XYZ):
```
12
C4H6OS (ωB97M-V/def2-TZVPD)
C -0.2573 -1.5365 -0.7350
C 0.5353 0.3026 0.9583
C 0.0261 1.6652 0.6221
C -0.1272 0.5745 -0.2805
H -0.6019 -2.2735 -0.0551
H -0.0464 -1.8518 -1.7832
H -0.3157 -0.2251 1.5816
H 0.7417 2.4136 0.0137
H -0.9453 2.0518 1.0031
H 0.5420 0.5246 -1.0764
O -1.0278 -0.4062 -0.5358
S 1.4765 -1.2391 0.2871
```